H24O12 | the ωB97M-V functional and the def2-TZVPD basis

Structure (ORCA input):
```
! RIJCOSX wB97M-V def2-TZVPD def2/J DEFGRID3
* xyz 0 1
O -1.06 -2.42 -2.50
H -1.45 -3.26 -2.25
H -1.20 -1.86 -1.73
O 2.76 3.04 2.54
H 2.38 3.16 1.67
H 3.65 2.72 2.38
O -2.00 5.23 0.86
H -2.37 4.36 0.66
H -2.41 5.81 0.22
O -0.17 0.24 -0.04
H 0.55 -0.17 0.44
H -0.10 1.17 0.17
O -3.24 2.48 -0.85
H -2.98 2.83 -1.70
H -2.79 1.64 -0.79
O 3.85 -0.23 0.03
H 3.87 -1.18 -0.03
H 3.54 0.06 -0.83
O 2.50 -3.62 -0.30
H 3.06 -4.40 -0.21
H 2.19 -3.65 -1.20
O 1.22 3.39 -0.50
H 1.74 3.69 -1.25
H 0.54 4.06 -0.40
O 2.31 -1.10 -3.47
H 2.64 -1.97 -3.71
H 1.36 -1.21 -3.42
O -3.97 -1.40 -0.10
H -4.58 -0.77 0.27
H -4.52 -2.04 -0.54
O 0.49 -3.25 2.91
H 0.05 -4.09 3.02
H 0.97 -3.34 2.09
O -2.48 -1.17 3.15
H -1.65 -1.64 3.19
H -2.67 -1.10 2.21
*
```

As for the SMILES: O.O.O.O.O.O.O.O.O.O.O.O. The HOMO-LUMO gap comes out at 10.72 eV.